1.
64
Properties=species:S:1:pos:R:3 method="wB97M-V/def2-TZVPD" homo_lumo_gap_ev=5.79 charge=-2 e_tot_ev=-128081.94266
Y -0.38005 -0.15753 0.83612
O -2.21703 -3.90824 0.19445
As -2.95600 -2.43445 -0.42804
O -3.81881 -2.83600 -1.75414
O -1.78785 -1.26594 -0.56025
C -4.27088 -1.86013 0.91378
C -5.58868 -1.93319 0.46850
C -6.64133 -1.52812 1.27180
C -6.39231 -1.04175 2.54882
C -5.08866 -0.96721 3.00837
C -4.03293 -1.36964 2.19550
S -2.40500 -1.15160 2.91122
O -2.03487 0.24397 2.60643
O -2.56485 -1.44450 4.31177
O -1.48687 -2.03328 2.17809
H -1.52672 -3.62543 0.81597
H -5.75531 -2.31236 -0.53306
H -7.65691 -1.59165 0.89867
H -7.20729 -0.72280 3.18745
H -4.86222 -0.60688 4.00272
C 3.83646 -8.18901 -0.02590
C 2.54808 -7.69767 -0.70198
C 1.36040 -8.21829 0.10943
C 2.45470 -8.29632 -2.11306
C 2.56308 -6.16907 -0.79042
C 3.58382 -5.53412 -1.50156
C 3.65358 -4.14699 -1.63454
C 2.66813 -3.39776 -1.03076
O 2.48427 -2.05260 -1.00415
B 1.30441 -1.77750 -0.23980
O 0.81608 -3.07132 0.16745
C 1.64990 -4.01667 -0.31622
C 1.57436 -5.38737 -0.18448
H 3.84398 -9.28131 0.04257
H 3.91220 -7.77723 0.98218
H 4.71963 -7.87541 -0.58372
H 1.39231 -9.31056 0.14067
H 0.41105 -7.91965 -0.33747
H 1.38655 -7.84946 1.13604
H 2.43366 -9.38944 -2.06564
H 3.30465 -7.99624 -2.72720
H 1.54444 -7.95144 -2.60659
H 4.35439 -6.13092 -1.97675
H 4.45083 -3.67411 -2.19431
H 0.74897 -5.81344 0.36801
C -3.14130 1.57085 -0.80529
C -2.00679 2.50006 -0.49774
C -2.01645 3.87393 -0.61665
C -0.74511 4.32570 -0.17153
C -0.05256 3.20338 0.22899
C 1.34542 3.16150 0.76808
N -0.80873 2.07359 0.02901
H -3.92400 2.11918 -1.33280
H -3.58553 1.15745 0.10846
H -2.82905 0.72773 -1.42087
H -2.83771 4.46923 -0.99202
H -0.37386 5.34139 -0.14133
H 1.81587 4.13746 0.62859
H 1.95380 2.41278 0.25396
H 1.37130 2.92091 1.83337
Cl 1.56825 -1.24100 3.20195
C 1.34757 0.46374 2.51020
H 2.36479 0.76004 2.24505
H 1.05488 1.05422 3.38526



2.
8
Properties=species:S:1:pos:R:3 method="wB97M-V/def2-TZVPD" homo_lumo_gap_ev=7.85 charge=-1 e_tot_ev=-10645.02056 relative_energy_kcal_mol=1.0
N -0.40077 2.60944 0.32572
N -0.85297 2.26657 -0.66174
N -1.20174 -0.85619 -0.09682
O -0.29145 -1.69054 0.11537
O -2.40481 -1.18525 -0.17539
O 2.04529 -0.45081 -0.08877
H 1.21143 -0.96524 -0.03612
H 1.89501 0.27202 0.61774



3.
12
Properties=species:S:1:pos:R:3 method="wB97M-V/def2-TZVPD" homo_lumo_gap_ev="7.20 / 6.04" multiplicity=3 s_squared=2.022 charge=0 e_tot_ev=-43775.14471
N -1.28567 -0.88061 -0.44238
S -1.76543 -0.19095 -1.89475
O -0.61822 -0.65492 -2.86504
O -2.02800 1.23915 -2.28894
S -0.00292 -0.60038 0.43276
O 0.87754 0.15289 -0.54334
O -0.45206 -1.54916 1.48187
Pt 0.74353 0.43896 -2.24371
C 0.95477 0.33678 1.80680
F 0.10077 0.75587 2.73030
F 1.84462 -0.46794 2.36968
F 1.63107 1.42029 1.45673



4.
59
Properties=species:S:1:pos:R:3 method="wB97M-V/def2-TZVPD" homo_lumo_gap_ev=9.14 charge=0 e_tot_ev=-48155.31097
Be 0.85783 0.17368 -0.63581
O 1.72821 -2.98146 -3.38457
C 1.48950 -1.98145 -2.49758
O 2.43550 -1.41766 -1.90746
O 0.32146 -1.56938 -2.34071
H 2.64414 -3.17327 -3.12691
O 1.46101 2.87733 2.36901
C 1.20918 2.01418 1.33452
O 2.08463 1.76315 0.48931
O 0.06630 1.47879 1.32213
H 0.57847 2.76483 2.76111
O -1.23182 1.45395 -1.06908
C -2.35669 1.80192 -0.88771
O -2.85765 2.87810 -1.51621
C -4.19368 3.17199 -1.09133
C -4.73053 1.83311 -0.53037
C -3.42961 1.21449 -0.00294
H -4.76377 3.51876 -1.94935
H -4.15793 3.96450 -0.34246
H -5.20284 1.30623 -1.35823
H -5.49291 2.00308 0.22724
H -3.43069 0.13205 -0.11298
H -3.25972 1.54734 1.02118
O 2.09431 -0.98638 1.14006
C 2.73907 -1.27246 2.10092
O 2.23806 -2.12361 3.04206
C 3.20039 -2.33998 4.08535
C 4.11024 -1.09755 4.04165
C 4.02159 -0.63996 2.57322
H 3.86341 -3.16959 3.83830
H 2.66005 -2.45964 5.01822
H 5.13345 -1.38160 4.28600
H 3.85948 -0.25684 4.68771
H 4.87321 -1.07492 2.04859
H 4.02026 0.44079 2.47544
O 1.14934 1.62492 -2.67036
C 0.91199 1.36497 -3.81423
O -0.27854 1.56625 -4.40350
C -0.43171 0.89349 -5.64943
C 0.85155 0.07180 -5.76666
C 1.84561 0.74483 -4.84318
H -0.52006 1.55662 -6.51160
H -1.29924 0.23923 -5.61038
H 1.18484 -0.07875 -6.79256
H 0.61460 -0.92924 -5.39525
H 2.45595 1.45564 -5.40754
H 2.60313 0.12683 -4.36339
O -0.72736 -1.08839 0.56210
C -1.22256 -1.35944 1.61522
O -2.21482 -2.26317 1.73547
C -2.70142 -2.35492 3.07508
C -2.24113 -1.03110 3.67152
C -0.88001 -0.82941 2.99759
H -2.20964 -3.20587 3.54893
H -3.77810 -2.43247 3.20634
H -2.20811 -0.93219 4.75891
H -2.90698 -0.19592 3.43355
H -0.12450 -1.51581 3.39515
H -0.45473 0.15958 3.11991



5.
22
Properties=species:S:1:pos:R:3 method="wB97M-V/def2-TZVPD" homo_lumo_gap_ev="8.65 / 6.24" charge=0 e_tot_ev=-14517.19830 relative_energy_kcal_mol=155.1
C 2.51518 1.36080 0.24526
C 3.15855 -1.07240 -0.06245
C 0.43780 -0.50050 0.03380
C 2.38350 0.03921 -0.04224
C 0.13674 -1.90153 -0.26186
C -1.73255 -0.67434 -0.69616
C -0.77852 0.32376 0.01186
C -0.67307 1.66396 -0.70396
C -1.22322 0.52014 1.47578
N 2.58163 2.49354 0.46825
N 3.77805 -2.05028 -0.09283
O -1.26799 -1.97590 -0.37353
H 0.62725 -2.20331 -1.20577
H 0.48426 -2.60150 0.50757
H -2.76218 -0.59508 -0.34905
H -1.69810 -0.51937 -1.78507
H -0.24265 1.54181 -1.69264
H -0.04751 2.35035 -0.14113
H -1.66565 2.09671 -0.80734
H -1.34624 -0.44375 1.96511
H -2.17688 1.04117 1.48772
H -0.48839 1.10652 2.01869



6.
68
Properties=species:S:1:pos:R:3 method="wB97M-V/def2-TZVPD" homo_lumo_gap_ev=6.29 smiles="CC[C@H](I)C1=C(S(=O)(=O)C(F)(F)F)C(=O)OC1=O.CCN(CC)CC.CCN(CC)CC" charge=0 e_tot_ev=-61627.61120
C 1.02192 1.91131 3.16385
C 0.23824 1.15838 4.25068
C -0.71744 0.06984 3.69602
I -2.74174 0.74685 4.14048
C -0.44627 -1.33370 4.19585
C 0.67283 -2.08743 4.14598
S 2.28094 -1.81917 3.44296
O 3.08513 -2.95978 3.71762
O 2.75839 -0.50760 3.72737
C 1.88225 -1.93176 1.60790
F 1.84349 -0.72899 1.03959
F 0.68238 -2.52238 1.47656
F 2.80755 -2.68004 1.02900
C 0.42784 -3.41263 4.78985
O 1.06782 -4.39825 4.79614
O -0.82101 -3.33773 5.34604
C -1.48132 -2.25618 4.82822
O -2.65785 -2.18393 4.84153
H 2.07693 1.97564 3.39512
H 0.90281 1.44574 2.19083
H 0.62554 2.91949 3.06389
H -0.36451 1.88984 4.77366
H 0.88851 0.71498 4.99794
H -0.72200 0.08802 2.60953
C 0.28228 -1.48490 -5.36063
C 1.52519 -2.15860 -4.79928
N 2.19033 -1.36953 -3.77913
C 3.51227 -1.86234 -3.43582
C 3.62519 -3.24211 -2.77383
C 1.35675 -0.95752 -2.66626
C 0.66282 -2.04896 -1.84225
H 0.51871 -0.49003 -5.73972
H -0.11672 -2.07870 -6.18350
H -0.50882 -1.39068 -4.61587
H 2.23999 -2.30118 -5.61371
H 1.25185 -3.16756 -4.44969
H 3.99265 -1.11891 -2.79379
H 4.09876 -1.87640 -4.35944
H 3.31531 -3.22394 -1.72954
H 4.66583 -3.57075 -2.79293
H 3.03480 -3.99556 -3.29557
H 0.58904 -0.28635 -3.05181
H 1.96823 -0.33714 -2.00515
H 0.21631 -2.81784 -2.47357
H -0.14149 -1.60741 -1.24883
H 1.34690 -2.53788 -1.15338
C -3.06226 4.62885 1.20876
C -2.09643 4.07170 0.17440
N -1.98563 2.62548 0.22208
C -0.87200 2.11659 -0.55164
C -0.90317 2.31346 -2.07171
C -3.23934 1.89705 0.11481
C -4.10094 2.10007 -1.13919
H -2.79033 4.29537 2.21125
H -3.03174 5.71872 1.18952
H -4.09244 4.32979 1.01457
H -1.10146 4.47864 0.37463
H -2.38759 4.44626 -0.82021
H -0.76201 1.04949 -0.33076
H 0.03472 2.59315 -0.16371
H -1.60659 1.63915 -2.55881
H 0.08378 2.10488 -2.48574
H -1.16114 3.33696 -2.34402
H -3.83995 2.14458 0.99265
H -3.01361 0.83262 0.22382
H -4.17561 3.15232 -1.41675
H -5.11339 1.73936 -0.94925
H -3.71950 1.54928 -1.99762



What did the fourth record say?
59
Properties=species:S:1:pos:R:3 method="wB97M-V/def2-TZVPD" homo_lumo_gap_ev=9.14 charge=0 e_tot_ev=-48155.31097
Be 0.85783 0.17368 -0.63581
O 1.72821 -2.98146 -3.38457
C 1.48950 -1.98145 -2.49758
O 2.43550 -1.41766 -1.90746
O 0.32146 -1.56938 -2.34071
H 2.64414 -3.17327 -3.12691
O 1.46101 2.87733 2.36901
C 1.20918 2.01418 1.33452
O 2.08463 1.76315 0.48931
O 0.06630 1.47879 1.32213
H 0.57847 2.76483 2.76111
O -1.23182 1.45395 -1.06908
C -2.35669 1.80192 -0.88771
O -2.85765 2.87810 -1.51621
C -4.19368 3.17199 -1.09133
C -4.73053 1.83311 -0.53037
C -3.42961 1.21449 -0.00294
H -4.76377 3.51876 -1.94935
H -4.15793 3.96450 -0.34246
H -5.20284 1.30623 -1.35823
H -5.49291 2.00308 0.22724
H -3.43069 0.13205 -0.11298
H -3.25972 1.54734 1.02118
O 2.09431 -0.98638 1.14006
C 2.73907 -1.27246 2.10092
O 2.23806 -2.12361 3.04206
C 3.20039 -2.33998 4.08535
C 4.11024 -1.09755 4.04165
C 4.02159 -0.63996 2.57322
H 3.86341 -3.16959 3.83830
H 2.66005 -2.45964 5.01822
H 5.13345 -1.38160 4.28600
H 3.85948 -0.25684 4.68771
H 4.87321 -1.07492 2.04859
H 4.02026 0.44079 2.47544
O 1.14934 1.62492 -2.67036
C 0.91199 1.36497 -3.81423
O -0.27854 1.56625 -4.40350
C -0.43171 0.89349 -5.64943
C 0.85155 0.07180 -5.76666
C 1.84561 0.74483 -4.84318
H -0.52006 1.55662 -6.51160
H -1.29924 0.23923 -5.61038
H 1.18484 -0.07875 -6.79256
H 0.61460 -0.92924 -5.39525
H 2.45595 1.45564 -5.40754
H 2.60313 0.12683 -4.36339
O -0.72736 -1.08839 0.56210
C -1.22256 -1.35944 1.61522
O -2.21482 -2.26317 1.73547
C -2.70142 -2.35492 3.07508
C -2.24113 -1.03110 3.67152
C -0.88001 -0.82941 2.99759
H -2.20964 -3.20587 3.54893
H -3.77810 -2.43247 3.20634
H -2.20811 -0.93219 4.75891
H -2.90698 -0.19592 3.43355
H -0.12450 -1.51581 3.39515
H -0.45473 0.15958 3.11991